(1)
Below is an isolated molecule of C4H7NO at a distorted geometry, with properties calculated with ωB97M-V with the def2-TZVPD basis set.

F_max (eV Å⁻¹): 5.58
ΔE to the lowest compared entry with this formula, charge and spin (kcal/mol): 103.70
E_LUMO (eV): 0.588
HOMO level (eV): -8.48

Cartesian coordinates (Å):
C -0.374 1.958 -0.933
N -0.991 1.032 -0.343
C -0.513 -0.194 -0.025
C 0.804 -0.957 -0.413
C -1.568 -0.959 1.296
O -1.618 -1.169 -0.095
H -0.899 2.877 -1.006
H 0.633 1.908 -1.302
H 0.608 -1.869 -0.831
H 1.557 -1.023 0.422
H 1.290 -0.437 -1.260
H -1.386 -1.828 1.919
H -2.128 -0.150 1.825


(2)
Below is an isolated molecule of C23H18Cl2O3S2 at a distorted geometry, with properties calculated with ωB97M-V with the def2-TZVPD basis set.

F_max (eV Å⁻¹): 3.15
E_LUMO (eV): -0.153
HOMO level (eV): -8.52

Cartesian coordinates (Å):
O -1.011 -3.786 -4.047
C -0.101 -3.018 -3.847
O 0.973 -2.886 -4.657
C -0.192 -2.250 -2.544
S 0.967 -0.838 -2.432
C 0.773 -0.264 -0.710
C 1.948 0.738 -0.453
C 2.077 1.238 1.012
O 2.185 0.399 1.889
C 1.968 2.689 1.447
C 2.339 3.739 0.581
C 2.102 5.086 0.925
C 1.463 5.399 2.167
Cl 1.026 7.017 2.596
C 1.161 4.371 3.077
C 1.408 2.986 2.727
C -0.571 0.434 -0.602
C -0.939 1.277 -1.662
C -2.151 2.017 -1.600
C -3.010 1.853 -0.528
C -2.681 1.024 0.534
C -1.482 0.280 0.503
S -1.074 -0.669 1.920
C -0.987 -2.388 1.403
C 0.073 -3.174 1.859
C 0.095 -4.534 1.524
C -0.908 -5.110 0.746
Cl -0.783 -6.799 0.392
C -1.937 -4.344 0.258
C -1.960 -2.968 0.565
H 1.521 -2.118 -4.402
H -1.228 -1.916 -2.407
H 0.037 -2.938 -1.748
H 0.816 -1.089 -0.018
H 2.892 0.248 -0.700
H 1.878 1.602 -1.163
H 2.872 3.575 -0.375
H 2.401 5.903 0.288
H 0.660 4.652 3.996
H 1.140 2.243 3.436
H -0.299 1.470 -2.549
H -2.398 2.659 -2.407
H -3.953 2.380 -0.559
H -3.362 0.909 1.370
H 0.852 -2.726 2.462
H 0.942 -5.173 1.867
H -2.735 -4.801 -0.314
H -2.812 -2.399 0.179


(3)
Below is an isolated molecule of C4H9FN2S at a distorted geometry, with properties calculated with ωB97M-V with the def2-TZVPD basis set.

F_max (eV Å⁻¹): 1.05
ΔE to the lowest compared entry with this formula, charge and spin (kcal/mol): 26.27
E_LUMO (eV): 0.867
HOMO level (eV): -8.58

Cartesian coordinates (Å):
C 0.049 0.676 1.658
C 0.178 0.671 0.144
C 1.631 0.473 -0.277
F 2.372 1.524 0.242
N -0.637 -0.358 -0.519
N -0.764 -0.148 -1.903
C -1.159 -1.444 0.065
S -2.037 -2.617 -0.702
H 0.451 -0.202 2.113
H 0.624 1.517 2.029
H -0.995 0.813 1.961
H -0.144 1.612 -0.254
H 2.030 -0.470 0.135
H 1.690 0.472 -1.384
H -1.760 0.007 -2.106
H -0.558 -1.055 -2.350
H -0.972 -1.471 1.147


(4)
Below is an isolated molecule of C21H24N6O2 at a distorted geometry, with properties calculated with ωB97M-V with the def2-TZVPD basis set.

F_max (eV Å⁻¹): 1.21
ΔE to the lowest compared entry with this formula, charge and spin (kcal/mol): 0.54
E_LUMO (eV): 0.648
HOMO level (eV): -8.20

Cartesian coordinates (Å):
C 4.726 0.485 3.451
C 5.031 0.667 1.962
C 5.148 -0.659 1.258
C 6.405 -1.180 0.989
C 6.566 -2.408 0.371
C 5.449 -3.139 0.009
C 4.185 -2.645 0.265
C 4.022 -1.413 0.892
N 2.753 -0.902 1.163
C 1.529 -1.455 0.969
O 1.281 -2.556 0.493
C 0.453 -0.580 1.426
N 0.592 0.640 1.997
N -0.549 1.102 2.313
N -1.498 0.196 1.972
C -2.895 0.435 2.176
C -3.625 0.579 0.826
O -4.593 -0.091 0.550
N -3.036 1.491 0.025
C -3.505 1.870 -1.259
C -3.754 3.219 -1.482
C -4.240 3.633 -2.705
C -4.488 2.696 -3.692
C -4.222 1.350 -3.489
C -4.499 0.368 -4.587
C -3.693 0.922 -2.265
C -3.324 -0.511 -2.042
C -0.914 -0.881 1.394
N -1.539 -1.932 0.834
H 5.518 -0.091 3.926
H 4.658 1.452 3.944
H 3.787 -0.043 3.601
H 4.260 1.289 1.500
H 5.978 1.201 1.861
H 7.278 -0.608 1.271
H 7.557 -2.788 0.175
H 5.559 -4.098 -0.475
H 3.311 -3.211 -0.012
H 2.718 0.018 1.582
H -3.352 -0.389 2.733
H -2.988 1.356 2.758
H -2.334 2.093 0.435
H -3.575 3.931 -0.690
H -4.438 4.678 -2.884
H -4.891 3.018 -4.642
H -5.023 0.853 -5.407
H -3.571 -0.049 -4.978
H -5.111 -0.454 -4.222
H -3.050 -0.995 -2.975
H -4.163 -1.049 -1.601
H -2.483 -0.588 -1.354
H -2.496 -2.139 1.064
H -0.917 -2.687 0.576


(5)
Below is a cluster of 3 separate species, C6H16N2 in total at a distorted geometry, with properties calculated with ωB97M-V with the def2-TZVPD basis set.

F_max (eV Å⁻¹): 5.11
ΔE to the lowest compared entry with this formula, charge and spin (kcal/mol): 124.85
E_LUMO (alpha / beta) (eV): 0.993 / 0.993
HOMO level (alpha / beta) (eV): -6.76 / -6.76

Cartesian coordinates (Å):
C -0.151 -0.683 -0.244
C -0.419 0.579 0.287
C 1.320 1.257 -0.719
C -0.544 -1.165 -1.608
C -1.570 1.452 -0.116
C 2.569 0.680 -0.118
N -1.603 -1.294 1.184
N -0.963 -1.600 2.402
H -1.790 -2.186 0.721
H 0.678 -1.226 0.206
H -0.041 0.755 1.291
H -1.057 -0.814 3.039
H 0.037 -1.813 2.320
H 1.127 2.291 -0.439
H 1.223 1.149 -1.797
H 0.201 -0.941 -2.376
H -1.493 -0.785 -1.986
H -0.631 -2.256 -1.601
H -2.422 1.223 0.528
H -1.866 1.303 -1.155
H -1.322 2.506 0.029
H 2.435 0.454 0.949
H 3.422 1.366 -0.186
H 2.859 -0.251 -0.612


(6)
Below is a structure of composition C22H16BrN4O2Pt at a distorted geometry, with properties calculated with ωB97M-V with the def2-TZVPD basis set.

F_max (eV Å⁻¹): 3.45
E_LUMO (eV): -5.355
Net charge: +1
HOMO level (eV): -10.11

Cartesian coordinates (Å):
Pt -0.458 0.212 -0.784
O 2.979 2.539 4.707
C 2.056 3.206 4.316
O 1.394 4.165 4.623
C 1.489 2.581 2.887
C 2.177 1.547 2.285
C 1.591 0.949 1.171
N 0.418 1.388 0.701
C -0.195 2.457 1.212
C 0.328 3.087 2.342
C -1.356 2.936 0.449
C -2.111 4.044 0.826
C -3.098 4.510 -0.026
C -3.300 3.858 -1.231
C -2.527 2.744 -1.521
N -1.590 2.287 -0.708
C 2.222 -0.116 0.384
C 3.249 -0.927 0.855
C 3.832 -1.841 -0.007
C 3.408 -1.882 -1.329
C 2.365 -1.059 -1.720
N 1.759 -0.226 -0.879
H 3.129 1.231 2.673
H -0.142 3.943 2.801
H -1.920 4.542 1.760
H -3.679 5.379 0.235
H -4.035 4.202 -1.937
H -2.661 2.208 -2.449
H 3.578 -0.849 1.878
H 4.617 -2.494 0.339
H 3.880 -2.534 -2.047
H 2.013 -1.036 -2.745
C 0.094 -5.183 -1.269
C -0.901 -4.074 -1.356
C -2.276 -4.285 -1.437
C -3.127 -3.194 -1.463
C -2.579 -1.925 -1.409
Br -3.699 -0.408 -1.332
N -1.262 -1.690 -1.377
C -0.457 -2.758 -1.358
H -0.401 -6.148 -1.199
H 0.738 -5.055 -0.400
H 0.733 -5.174 -2.150
H -2.686 -5.281 -1.469
H -4.196 -3.319 -1.498
H 0.607 -2.558 -1.343


no.,calculated total energy (eV)
1,-7795.147
2,-77001.078
3,-20825.981
4,-35203.560
5,-9456.660
6,-106410.991